Record 1
Entry from OMol25: a 2-piece molecular cluster, C3H8O2S2 overall in a non-equilibrium geometry (ωB97M-V/def2-TZVPD).

```
15
Properties=species:S:1:pos:R:3
C -1.66819 0.29529 0.74670
C 0.16221 0.33733 -0.24937
C 0.98638 -0.95568 -0.28231
O 1.78923 -0.98677 -1.35632
O 1.68026 -1.18617 0.88158
S -2.75965 -0.43817 -0.34738
S 1.04600 1.59092 0.64262
H -1.94550 1.28952 0.81678
H -1.73425 -0.24283 1.67039
H -0.21822 0.74119 -1.07753
H 0.19675 -1.72774 -0.42074
H 2.66911 -1.02873 -1.15480
H 1.90976 -0.46447 1.48290
H -2.36377 0.19066 -1.54897
H 0.24987 2.58563 0.19645
```

Calculated values
- spin multiplicity = 1
- ΔE to the lowest compared entry with this formula, charge and spin (eV) = 3.690

---

Record 2
Entry from OMol25: one molecule with the formula C4H10N2 in a non-equilibrium geometry (ωB97M-V/def2-TZVPD).

```
16
Properties=species:S:1:pos:R:3
N -1.99808 -0.23483 -0.00179
C -0.95412 0.74988 0.14888
C 0.43207 0.14684 -0.00382
N 1.53418 1.14323 -0.13493
C 0.95489 -1.03179 0.77494
C 0.72868 -1.15486 -0.70170
H -2.89465 0.07684 0.30368
H -2.12690 -0.52646 -0.91337
H -1.10803 1.54028 -0.63479
H -1.02454 1.19848 1.11858
H 1.35129 1.76406 -0.90038
H 1.47727 1.83916 0.63933
H 1.91150 -0.87372 1.17499
H 0.27265 -1.66165 1.47102
H -0.10212 -1.76418 -0.94285
H 1.54592 -1.21127 -1.39778
```

Calculated values
- spin multiplicity = 1
- ΔE to the lowest compared entry with this formula, charge and spin (eV) = 1.488
- structure (SMILES) = NCC1(N)CC1

---

Record 3
Entry from OMol25: C65H94N8O3SSi2 as an isolated structure in a non-equilibrium geometry (ωB97M-V/def2-TZVPD).

```
173
Properties=species:S:1:pos:R:3
C 3.53078 -1.69109 2.11015
C 3.57574 -0.83666 0.97618
Si 5.04648 0.31703 0.64850
C 6.35498 -0.03202 2.01198
C 7.53014 -0.94332 1.48131
C 7.02402 -2.24002 0.75365
O 7.13099 -2.14759 -0.68071
O 4.66568 1.99145 0.75580
Si 3.51246 2.55343 -0.38182
S 1.54883 1.87415 0.21514
C 3.50208 4.48200 -0.23413
C 2.03996 5.07182 -0.05814
C 1.56519 5.11678 1.45035
C 0.02015 4.81078 1.52785
C -0.34860 3.88081 2.75162
C -1.89530 3.51804 2.72015
C -2.11378 2.19682 3.54336
C -2.58804 0.96390 2.66029
C -1.58115 0.75717 1.46572
C -2.22329 0.70554 0.02402
C -3.37582 1.74284 -0.25151
C -4.60746 0.95725 -0.86495
C -5.58975 0.36779 0.21031
C -5.12285 -0.97332 0.87304
C -4.97729 -2.18068 -0.11890
C -4.06265 -3.26792 0.59196
C 3.87556 2.10323 -2.19235
C 2.62216 2.34620 -3.15093
C 1.59764 1.14751 -3.10106
O 1.38623 0.53748 -4.37033
C 0.14729 -0.19676 -4.27853
H 4.08600 -2.65464 2.13049
H 2.98778 -1.40014 3.04176
H 2.69269 -0.81530 0.28586
H 5.60922 0.07848 -0.69690
H 6.79904 0.96447 2.27104
H 5.90094 -0.49075 2.92396
H 8.15496 -0.31677 0.79322
H 8.20869 -1.25345 2.31162
H 7.71480 -3.07422 1.04861
H 6.01052 -2.56962 1.07313
H 7.93485 -1.65461 -0.86659
H 0.67745 2.45624 -0.66731
H 3.88836 4.91195 -1.19227
H 4.12950 4.74283 0.64756
H 2.11135 6.13695 -0.40947
H 1.29430 4.58972 -0.72699
H 1.78796 6.10572 1.92291
H 2.16839 4.35343 1.99418
H -0.32022 4.31500 0.58271
H -0.53498 5.78330 1.61313
H -0.06796 4.35330 3.72050
H 0.25372 2.94896 2.58978
H -2.42274 4.40848 3.12882
H -2.15164 3.43924 1.64069
H -2.78277 2.36918 4.41556
H -1.11776 1.90559 3.96658
H -3.65749 1.03227 2.35515
H -2.52279 0.06351 3.32478
H -1.10609 -0.24831 1.62585
H -0.73650 1.48257 1.45590
H -2.50070 -0.34945 -0.20888
H -1.39304 0.95652 -0.69267
H -3.04280 2.45272 -1.05392
H -3.65350 2.37208 0.61954
H -4.17162 0.11216 -1.44669
H -5.18076 1.66061 -1.51008
H -6.55814 0.15962 -0.31334
H -5.83188 1.16514 0.96065
H -4.17615 -0.89752 1.45162
H -5.92845 -1.26107 1.60033
H -4.46544 -1.92635 -1.07523
H -5.95249 -2.69973 -0.29444
H -4.60615 -3.74138 1.44893
H -3.69762 -4.04222 -0.11955
H -3.16878 -2.76842 1.04427
H 4.67266 2.79409 -2.56262
H 4.16054 1.03468 -2.34892
H 2.12890 3.32430 -2.93277
H 3.03496 2.40477 -4.18245
H 0.64849 1.55269 -2.65938
H 1.98995 0.41652 -2.35063
H 0.23902 -1.23161 -4.68833
H -0.65199 0.32715 -4.85963
H -0.20787 -0.30284 -3.22996
N 6.75845 -5.29905 2.27407
C 6.34619 -5.67029 1.05444
C 5.82384 -6.92068 0.76486
C 5.72374 -7.84457 1.79279
C 6.14503 -7.48501 3.06324
C 6.64957 -6.20847 3.24958
H 6.44632 -4.91520 0.28144
H 5.50411 -7.16454 -0.23949
H 5.32182 -8.83327 1.60628
H 6.08295 -8.17935 3.89063
H 6.98850 -5.88072 4.22631
N -1.27731 -0.72207 5.75502
C -0.00054 -0.69695 5.35534
C 1.06472 -0.40620 6.19210
C 0.79570 -0.12238 7.52184
C -0.51876 -0.14189 7.96037
C -1.51121 -0.44627 7.04278
H 0.15986 -0.92373 4.30618
H 2.07832 -0.40246 5.81315
H 1.60089 0.11014 8.20837
H -0.76806 0.07340 8.99079
H -2.55417 -0.47714 7.33896
N -1.23852 -0.87192 -9.70010
C -1.35978 -2.20374 -9.65683
C -0.69015 -3.01024 -8.75143
C 0.15925 -2.40556 -7.83725
C 0.30451 -1.02728 -7.86199
C -0.41390 -0.31088 -8.80675
H -2.03234 -2.63095 -10.39285
H -0.82925 -4.08339 -8.76136
H 0.70195 -3.00232 -7.11317
H 0.95864 -0.51963 -7.16522
H -0.33511 0.76850 -8.86281
N -1.93687 -4.46561 8.89383
C -1.98391 -3.93492 7.66569
C -2.98758 -4.19877 6.74791
C -4.00187 -5.06641 7.11755
C -3.97549 -5.63250 8.38276
C -2.92833 -5.29966 9.22773
H -1.16786 -3.26425 7.41920
H -2.97523 -3.73694 5.76904
H -4.80292 -5.29857 6.42706
H -4.74978 -6.31558 8.70657
H -2.86627 -5.71388 10.22845
N -1.67540 7.85974 0.70210
C -2.52512 8.29374 1.63954
C -3.09346 9.55723 1.64112
C -2.76140 10.42674 0.61446
C -1.88160 10.00124 -0.36823
C -1.37180 8.71612 -0.27935
H -2.75205 7.57922 2.42371
H -3.77753 9.85280 2.42549
H -3.18341 11.42399 0.58025
H -1.59828 10.65148 -1.18520
H -0.68296 8.33680 -1.02655
N 2.12463 1.82531 -8.43621
C 2.66831 1.96339 -7.22046
C 4.03365 2.01981 -6.98970
C 4.88780 1.92469 -8.07694
C 4.34814 1.77916 -9.34542
C 2.96924 1.73646 -9.46977
H 1.96071 2.02986 -6.40127
H 4.41846 2.13477 -5.98498
H 5.96163 1.96340 -7.93762
H 4.98303 1.70059 -10.21793
H 2.50024 1.62601 -10.44167
N -5.10932 3.25692 -4.37596
C -3.81863 2.96811 -4.57518
C -3.37175 2.00434 -5.46485
C -4.31439 1.29324 -6.19020
C -5.65847 1.57285 -6.00010
C -6.00036 2.55870 -5.08829
H -3.11884 3.54812 -3.98303
H -2.31328 1.81519 -5.58658
H -4.00527 0.53066 -6.89525
H -6.42375 1.03863 -6.54738
H -7.03865 2.81523 -4.90805
N -3.81977 -6.38296 3.86667
C -2.52793 -6.65796 3.65609
C -2.07838 -7.60535 2.75063
C -3.01978 -8.31418 2.02128
C -4.36506 -8.04880 2.22284
C -4.70954 -7.07878 3.14995
H -1.82953 -6.08021 4.25212
H -1.01928 -7.78374 2.62021
H -2.70890 -9.06441 1.30409
H -5.12913 -8.58186 1.67276
H -5.74901 -6.83358 3.33969
```

Calculated values
- spin multiplicity = 1

---

Record 4
Entry from OMol25: a 2-piece molecular cluster, C9H14 overall in a non-equilibrium geometry (ωB97M-V/def2-TZVPD).

```
23
Properties=species:S:1:pos:R:3
C 2.96288 0.80033 -2.00339
C 1.82875 0.71514 -1.10152
C 0.87833 1.73126 -1.14894
C -0.30678 1.75258 -0.36932
C -0.47414 0.64053 0.47340
C 0.55592 -0.24214 0.72554
C 1.74747 -0.29720 -0.11264
H 3.60294 -0.18721 -1.96005
H 3.62432 1.68967 -1.44107
H 2.54799 1.17141 -2.97358
H 1.14748 2.63677 -1.70339
H -1.06351 2.52341 -0.27856
H -1.20556 0.78423 1.25412
H 0.58584 -0.75024 1.66386
H 2.45313 -1.10036 -0.00839
C -3.20575 -1.35659 1.76680
C -2.84319 -2.76991 1.25034
H -3.58154 -0.89370 0.83334
H -4.05191 -1.54875 2.54500
H -2.47662 -0.71868 2.12141
H -3.74612 -3.36103 1.12367
H -2.62235 -2.74485 0.15545
H -2.07504 -3.34466 1.78651
```

Calculated values
- spin multiplicity = 1
- ΔE to the lowest compared entry with this formula, charge and spin (eV) = 1.989
- structure (SMILES) = Cc1ccccc1.CC

---

Record 5
Entry from OMol25: one molecule with the formula C3H6O2 in a non-equilibrium geometry (ωB97M-V/def2-TZVPD).

```
11
Properties=species:S:1:pos:R:3
O -0.68474 -0.55212 1.46787
C 0.32564 0.00562 0.65825
C 0.44400 -0.86626 -0.60379
O -0.38284 0.14086 -1.32435
C -0.19880 1.10289 -0.26840
H -1.46023 -0.60570 0.88895
H 1.18291 0.22406 1.28816
H 1.33268 -1.03370 -1.20625
H 0.07733 -1.89691 -0.39732
H 0.50095 1.90392 -0.54403
H -1.13690 1.57735 0.04090
```

Calculated values
- spin multiplicity = 1
- ΔE to the lowest compared entry with this formula, charge and spin (eV) = 2.292
- structure (SMILES) = OC1COC1

---

Record 6
Entry from OMol25: C21H49InN7O7 as an isolated structure in a non-equilibrium geometry (ωB97M-V/def2-TZVPD).

```
85
Properties=species:S:1:pos:R:3
In 0.12692 -0.24450 -0.53604
C 3.29263 -3.88190 -1.26665
C 1.82478 -3.68640 -1.43039
O 1.20538 -2.83230 -0.77456
N 1.25080 -4.45439 -2.35663
C -0.17341 -4.51062 -2.66838
H 3.73503 -4.60295 -1.95624
H 3.57715 -4.11876 -0.24506
H 3.81014 -2.98235 -1.61376
H 1.77241 -5.15750 -2.85630
H -0.29119 -4.70650 -3.73201
H -0.68850 -3.60859 -2.34815
H -0.64108 -5.34893 -2.14750
C -2.23138 -4.45201 0.17512
C -2.81629 -3.05962 -0.06062
O -2.08998 -2.05900 -0.13862
N -4.11924 -3.01082 -0.30367
C -4.88531 -1.81099 -0.49966
H -2.38180 -4.77798 1.20370
H -1.18577 -4.41901 -0.11144
H -2.76205 -5.19298 -0.42527
H -4.64788 -3.86050 -0.42417
H -5.71200 -1.60951 0.17914
H -5.29905 -1.87973 -1.51174
H -4.26932 -0.91510 -0.56857
C -4.05774 1.98698 -2.51329
C -2.65703 2.20711 -2.02425
O -1.83286 1.27351 -1.89421
N -2.26664 3.44736 -1.75048
C -2.95890 4.74493 -1.84856
H -4.34705 0.94023 -2.52503
H -4.06612 2.28303 -3.56822
H -4.80782 2.62159 -2.04463
H -1.33867 3.50251 -1.35816
H -3.66053 4.88418 -1.02864
H -3.42299 4.75137 -2.83266
H -2.17357 5.49420 -1.81193
C 1.08725 -0.01720 4.20811
C 0.71646 1.13827 3.30003
O 0.52579 0.92453 2.09019
N 0.49953 2.27192 3.93850
C -0.09699 3.46204 3.34004
H 1.60200 0.31573 5.10876
H 1.84678 -0.58904 3.67368
H 0.19730 -0.60341 4.42177
H 0.51654 2.31906 4.94413
H 0.58560 3.88288 2.59798
H -0.33593 4.25822 4.03611
H -0.96041 3.10560 2.77944
C -4.28747 0.67829 2.17646
C -3.06426 1.20757 1.47993
O -2.29413 0.38948 0.95879
N -2.88916 2.52954 1.40599
C -3.74340 3.56152 1.96581
H -4.14866 -0.37066 2.42621
H -5.17170 0.79204 1.55016
H -4.42713 1.18964 3.13061
H -2.03964 2.82096 0.94830
H -3.63801 3.63328 3.05014
H -4.77765 3.33604 1.71156
H -3.47677 4.54480 1.58558
C 2.83788 -0.77490 -4.25380
C 3.24799 -0.12081 -2.95166
O 2.57857 -0.24448 -1.90473
N 4.35646 0.61368 -3.05445
C 4.81245 1.50987 -1.99960
H 1.86905 -0.39054 -4.57559
H 2.90957 -1.85724 -4.19282
H 3.47171 -0.36223 -5.03850
H 4.92462 0.56070 -3.88363
H 5.11846 2.46606 -2.41832
H 5.60869 0.96974 -1.48579
H 4.02478 1.74498 -1.28918
C 4.37085 -1.40818 2.33177
C 3.53688 -0.50011 1.46877
O 2.52031 -0.95893 0.91696
N 3.90673 0.76238 1.29334
C 5.16530 1.36505 1.77811
H 4.43836 -1.00508 3.34231
H 5.37731 -1.52669 1.92585
H 3.96907 -2.41789 2.35995
H 3.35792 1.31508 0.65553
H 5.31930 2.38112 1.42803
H 6.03278 0.78041 1.47000
H 5.20793 1.36289 2.86670
```

Calculated values
- charge = +3
- spin multiplicity = 1
- ΔE to the lowest compared entry with this formula, charge and spin (eV) = 0.000

---

Number 1: Kohn-Sham gap 8.7 eV. Number 2: Kohn-Sham gap 10.3 eV. Number 3: Kohn-Sham gap 6.8 eV. Number 4: Kohn-Sham gap 9.9 eV. Number 5: Kohn-Sham gap 11.1 eV. Number 6: Kohn-Sham gap 3.9 eV.